DFT (wB97M-V/def2-TZVPD) results for C5H7LiO4 as an isolated structure.

The geometry in XYZ format:
```
17
Properties=species:S:1:pos:R:3:lowdin_charge:R:1
H 1.335 1.243 0.981 0.25
Li 3.158 0.627 -0.644 0.80
O 1.451 0.254 -0.561 -0.20
O 0.800 -0.589 1.582 -0.03
C -0.586 -0.498 1.412 -0.18
C -0.957 -0.923 -0.004 -0.05
O 2.903 -0.239 1.051 -0.02
C 1.681 0.127 0.743 -0.77
H -1.034 -1.182 2.145 0.15
H -0.926 0.526 1.634 0.13
H -0.298 -1.511 -0.650 0.13
H -1.874 -1.523 0.048 0.12
H -2.392 0.490 -1.062 0.15
O -0.069 0.744 -3.096 0.38
C -1.296 0.468 -0.906 -0.05
C -0.771 0.536 -2.242 0.04
H -1.124 1.449 -0.429 0.16
```

Computed properties:
Orbital gap (spin up / spin down) in eV: 8.237 / 6.988
ΔE to the lowest compared entry with this formula, charge and spin in eV: 4.141
Total charge: +1
Spin multiplicity: 2
LUMO level (spin up / spin down) in eV: -5.3 / -6.0

---

DFT (wB97M-V/def2-TZVPD) results for C34H30IrN4O6PS4 as an isolated structure.

The geometry in XYZ format:
```
80
Properties=species:S:1:pos:R:3:lowdin_charge:R:1
Ir -0.640 0.197 2.097 0.83
C 1.049 -1.643 6.817 -0.07
C 2.212 -1.211 5.937 -0.24
N 2.210 -1.873 4.636 -0.12
C 2.662 -3.263 4.596 -0.21
C 1.529 -4.269 4.439 -0.07
C 1.789 -1.275 3.508 -0.69
S 1.235 0.367 3.564 0.73
N 1.978 -1.981 2.392 0.12
C 1.337 -1.850 1.254 -0.41
O 0.194 -1.337 1.053 -0.21
C 1.966 -2.462 0.045 -0.12
C 1.510 -2.074 -1.212 0.00
C 2.100 -2.604 -2.350 -0.07
C 3.132 -3.527 -2.237 -0.10
C 3.583 -3.916 -0.982 -0.09
C 3.006 -3.379 0.158 -0.03
H 1.069 -1.092 7.759 0.08
H 1.093 -2.708 7.048 0.06
H 0.102 -1.434 6.317 0.06
H 3.167 -1.443 6.416 0.12
H 2.178 -0.138 5.778 0.06
H 3.199 -3.443 5.529 0.11
H 3.369 -3.369 3.772 0.11
H 0.827 -4.208 5.271 0.06
H 1.934 -5.282 4.403 0.07
H 0.982 -4.085 3.516 0.07
H 0.712 -1.344 -1.285 0.08
H 1.754 -2.290 -3.327 0.10
H 3.588 -3.942 -3.128 0.10
H 4.388 -4.634 -0.894 0.10
H 3.351 -3.661 1.143 0.10
S -2.526 -0.106 0.763 0.83
C -3.557 -0.925 1.832 -0.69
C -4.876 -1.225 1.351 -0.27
N -5.934 -1.457 0.964 0.16
C -3.176 -1.348 3.093 -0.69
S -1.606 -1.044 3.676 0.73
C -4.070 -2.063 3.950 -0.28
N -4.767 -2.657 4.646 0.16
O 0.672 3.316 2.908 -0.34
S -0.329 2.878 1.972 0.29
O -0.962 3.921 1.206 -0.31
O -1.390 2.006 2.706 -0.52
O 0.224 1.778 1.040 -0.52
O -0.649 0.267 -1.489 -0.38
P -0.763 1.365 -2.480 0.78
C -0.777 0.706 -4.171 -0.27
C -0.387 1.430 -5.294 -0.07
C -0.433 0.846 -6.551 -0.09
C -0.867 -0.465 -6.694 -0.09
C -1.250 -1.195 -5.577 -0.08
C -1.205 -0.612 -4.319 -0.07
C 0.594 2.544 -2.368 -0.26
C 1.715 2.153 -1.642 -0.06
C 2.779 3.031 -1.493 -0.06
C 2.723 4.293 -2.065 -0.08
C 1.598 4.692 -2.777 -0.08
C 0.529 3.821 -2.918 -0.09
C -2.264 2.350 -2.308 -0.26
C -2.420 3.044 -1.107 -0.07
C -3.588 3.750 -0.871 -0.05
C -4.597 3.770 -1.826 -0.09
C -4.441 3.085 -3.022 -0.09
C -3.274 2.372 -3.264 -0.08
H -0.032 2.448 -5.187 0.10
H -0.123 1.413 -7.421 0.10
H -0.899 -0.920 -7.676 0.10
H -1.582 -2.220 -5.685 0.10
H -1.487 -1.172 -3.435 0.11
H 1.717 1.187 -1.155 0.10
H 3.638 2.737 -0.904 0.11
H 3.549 4.982 -1.936 0.10
H 1.544 5.688 -3.196 0.10
H -0.370 4.147 -3.430 0.11
H -1.636 3.039 -0.354 0.07
H -3.707 4.278 0.066 0.11
H -5.512 4.317 -1.634 0.10
H -5.230 3.095 -3.763 0.10
H -3.158 1.827 -4.193 0.10
```

Computed properties:
Orbital gap (spin up / spin down) in eV: 7.673 / 6.388
ΔE to the lowest compared entry with this formula, charge and spin in eV: 0.000
Total charge: -1
Spin multiplicity: 2
LUMO level (spin up / spin down) in eV: 2.3 / 0.4

---

DFT (wB97M-V/def2-TZVPD) results for a 10-piece molecular cluster, C36H73BrClN12O25PS2 overall.

The geometry in XYZ format:
```
151
Properties=species:S:1:pos:R:3:lowdin_charge:R:1
C -2.772 5.296 0.003 0.03
C -1.730 6.347 -0.152 -0.55
O -1.613 6.996 -1.168 0.10
O -0.906 6.516 0.906 -0.01
C 0.004 5.418 1.103 -0.17
C 1.038 5.300 0.002 -0.15
C 1.685 3.904 -0.058 -0.20
C 1.869 3.363 -1.463 -0.20
C 0.611 3.011 -2.263 -0.17
C 0.738 1.638 -2.991 -0.18
C -0.244 0.557 -2.518 -0.18
C 0.262 -0.867 -2.754 -0.15
C 1.214 -1.462 -1.687 -0.54
C 1.455 -0.554 -0.500 -0.14
C 0.362 -0.398 0.608 -0.19
C -1.055 -0.919 0.351 -0.44
S -2.318 0.319 0.848 0.90
C -3.803 -0.472 0.302 -1.08
S -4.259 -1.928 0.818 0.73
N -4.587 0.236 -0.580 -0.14
C -4.212 1.222 -1.468 -0.10
C -5.308 1.626 -2.084 -0.13
N -6.405 0.908 -1.620 0.08
C -5.945 0.096 -0.748 -0.19
O 0.769 -2.789 -1.463 -0.14
C 1.601 -3.673 -0.708 -0.15
C 0.870 -4.540 0.300 -0.29
C -0.548 -4.827 -0.124 -0.18
N -0.777 -6.283 -0.075 0.01
O 1.006 -3.912 1.568 -0.07
C 0.541 -4.638 2.686 -0.31
C 0.649 -3.646 3.849 -0.11
C 1.948 -2.897 3.769 -0.76
O 3.000 -3.383 3.486 0.05
Cl 1.946 -1.159 4.221 0.65
C 1.366 -5.897 3.056 -0.15
C 0.649 -7.026 3.804 -0.72
C -0.380 -6.584 4.813 -0.17
Br -0.154 -8.372 2.642 0.68
P 2.933 -1.701 -2.501 0.91
O 2.590 -2.963 -3.482 -0.27
O 3.072 -0.429 -3.542 -0.28
H -3.612 5.473 -0.644 0.09
H -3.069 5.148 1.029 0.10
H -2.314 4.367 -0.313 0.08
H 0.490 5.603 2.046 0.13
H -0.511 4.468 1.211 0.11
H 1.817 6.008 0.236 0.10
H 0.626 5.541 -0.970 0.11
H 2.675 4.036 0.345 0.08
H 1.207 3.196 0.610 0.10
H 2.464 4.102 -1.977 0.09
H 2.511 2.496 -1.377 0.10
H 0.538 3.756 -3.044 0.10
H -0.303 3.103 -1.684 0.10
H 1.758 1.343 -2.821 0.06
H 0.584 1.849 -4.039 0.11
H -1.133 0.682 -3.117 0.09
H -0.543 0.762 -1.498 0.08
H -0.590 -1.529 -2.767 0.09
H 0.668 -0.915 -3.751 0.08
H 1.702 0.435 -0.844 0.09
H 2.364 -0.894 -0.016 0.10
H 0.718 -0.820 1.533 0.07
H 0.289 0.667 0.802 0.08
H -1.288 -1.202 -0.655 0.06
H -1.211 -1.788 0.954 0.05
H -3.203 1.533 -1.587 0.09
H -5.382 2.384 -2.828 0.10
H -6.577 -0.594 -0.234 0.11
H 2.037 -4.373 -1.411 0.11
H 2.421 -3.184 -0.191 0.12
H 1.398 -5.482 0.282 0.11
H -0.759 -4.488 -1.130 0.12
H -1.252 -4.416 0.564 0.11
H -1.676 -6.492 -0.489 0.03
H -0.076 -6.742 -0.644 0.07
H -0.512 -4.887 2.616 0.14
H -0.161 -2.931 3.797 0.12
H 0.694 -4.145 4.801 0.11
H 1.876 -6.332 2.208 0.10
H 2.141 -5.568 3.730 0.11
H 1.407 -7.553 4.355 0.08
H 0.096 -6.034 5.617 0.08
H -0.871 -7.422 5.281 0.06
H -1.149 -5.938 4.409 0.07
H 1.713 -2.850 -3.888 0.07
H 3.091 -0.785 -4.441 0.06
C 4.126 7.499 -1.759 0.06
N 4.821 6.210 -1.480 -0.43
O 4.229 5.382 -0.812 0.05
O 5.933 6.075 -1.945 0.08
H 3.151 7.473 -1.287 0.09
H 4.742 8.294 -1.350 0.10
H 4.039 7.593 -2.837 0.10
C -3.877 9.087 -0.828 0.06
N -5.265 8.715 -0.440 -0.44
O -5.895 9.494 0.253 0.05
O -5.681 7.647 -0.841 0.07
H -3.647 10.056 -0.401 0.10
H -3.214 8.324 -0.444 0.06
H -3.837 9.118 -1.912 0.11
C 6.406 2.906 2.988 0.05
N 5.497 1.865 2.429 -0.44
O 5.989 0.984 1.749 0.06
O 4.316 1.962 2.696 0.05
H 7.418 2.687 2.672 0.06
H 6.073 3.864 2.606 0.10
H 6.317 2.865 4.069 0.10
C -4.291 -8.809 -1.501 0.05
N -3.951 -7.668 -2.397 -0.44
O -4.605 -7.520 -3.409 0.08
O -3.029 -6.957 -2.045 0.04
H -5.123 -9.349 -1.936 0.09
H -3.409 -9.437 -1.425 0.10
H -4.553 -8.394 -0.533 0.10
C -3.882 -6.310 7.067 0.05
N -3.805 -6.469 5.587 -0.45
O -3.543 -7.571 5.149 0.06
O -4.009 -5.474 4.920 0.06
H -3.678 -7.270 7.526 0.09
H -3.139 -5.571 7.353 0.10
H -4.883 -5.964 7.305 0.10
C -3.108 -1.968 -6.379 0.05
N -2.245 -1.546 -5.240 -0.43
O -2.764 -0.909 -4.347 0.07
O -1.075 -1.880 -5.286 0.06
H -4.112 -1.605 -6.198 0.10
H -2.688 -1.536 -7.281 0.10
H -3.082 -3.052 -6.420 0.10
C -8.185 12.030 -0.434 0.05
N -7.764 12.916 -1.556 -0.45
O -8.536 13.068 -2.482 0.06
O -6.665 13.428 -1.465 0.06
H -9.175 11.648 -0.651 0.09
H -7.462 11.223 -0.363 0.07
H -8.185 12.628 0.471 0.10
C 9.227 -0.781 1.222 0.05
N 9.922 0.407 1.793 -0.44
O 11.130 0.465 1.698 0.08
O 9.212 1.244 2.316 0.05
H 9.973 -1.438 0.791 0.09
H 8.695 -1.266 2.034 0.10
H 8.533 -0.420 0.470 0.10
C 5.541 -5.071 -0.151 0.06
N 4.763 -6.218 -0.701 -0.44
O 5.327 -6.985 -1.452 0.08
O 3.600 -6.297 -0.352 0.05
H 6.549 -5.124 -0.543 0.09
H 5.042 -4.159 -0.467 0.09
H 5.531 -5.161 0.931 0.10
```

Computed properties:
Orbital gap in eV: 7.630
SMILES: CC(=O)OCCCCCCCC[C@@](CCCSC(=S)n1ccnc1)(OC[C@H](CN)O[C@H](CC(=O)Cl)C[C@@H](C)Br)P(O)O.C[N+](=O)[O-].C[N+](=O)[O-].C[N+](=O)[O-].C[N+](=O)[O-].C[N+](=O)[O-].C[N+](=O)[O-].C[N+](=O)[O-].C[N+](=O)[O-].C[N+](=O)[O-]
LUMO level in eV: -0.5

---

DFT (wB97M-V/def2-TZVPD) results for a 2-piece molecular cluster, C5H12O2 overall.

The geometry in XYZ format:
```
19
Properties=species:S:1:pos:R:3:lowdin_charge:R:1
C 0.915 0.386 0.015 -0.14
C -0.095 -0.855 -0.369 -0.12
C 0.807 -2.034 -0.038 -0.23
O 2.138 -1.644 -0.278 -0.13
C 2.268 -0.247 -0.244 -0.24
H 0.770 1.266 -0.626 0.11
H 0.990 0.774 1.050 0.11
H -0.269 -0.753 -1.450 0.11
H -1.094 -0.995 0.086 0.11
H 0.627 -2.922 -0.653 0.12
H 0.685 -2.317 1.019 0.12
H 2.978 0.037 0.540 0.12
H 2.701 0.042 -1.201 0.12
C -2.500 1.672 0.157 -0.17
O -1.946 0.884 1.178 -0.14
H -3.545 1.383 0.033 0.08
H -1.998 1.520 -0.809 0.07
H -2.439 2.735 0.418 0.08
H -0.994 1.068 1.172 0.04
```

Computed properties:
Orbital gap in eV: 10.397
ΔE to the lowest compared entry with this formula, charge and spin in eV: 1.986
SMILES: C1CCOC1.CO
LUMO level in eV: 0.9

---

Question: What is the formula in the first record?
Answer: C5H7LiO4